This record from the OMol25 dataset describes the ion H2NO3S2 with charge -1. The level of theory is ωB97M-V/def2-TZVPD.

```
8
H2NO3S2 | the OMol25 dataset | ωB97M-V/def2-TZVPD
N -0.40594 -0.26393 -0.55538
O 1.51662 -1.11779 1.29761
O 3.25479 -1.20663 -0.48884
O 0.81163 -0.75968 -1.01096
S 2.03699 1.82559 -0.00766
S 2.02767 -0.54641 0.09681
H -0.48861 -0.71029 0.38110
H -0.13458 0.72369 -0.13907
```

Summary:
Highest occupied orbital energy   -0.160 hartree
Kohn-Sham gap   0.2899 hartree
Energy relative to the best compared isomer or geometry (same formula, charge and spin)   49.6 kcal/mol
Charge   -1
E_LUMO   0.12954 Eh

This record from the OMol25 dataset describes a cluster of 2 separate species, C5H11N2 in total. The level of theory is ωB97M-V/def2-TZVPD.

```
18
C5H11N2 | the OMol25 dataset | ωB97M-V/def2-TZVPD
C -0.52734 -2.28314 -1.03149
C -2.48048 -1.15352 -1.71349
N -1.82999 -1.71774 -0.74656
H 0.19362 -1.52264 -0.71490
H -0.45464 -2.47842 -2.10249
H -0.38210 -3.21771 -0.43238
H -3.50594 -0.74931 -1.48095
H -2.08094 -1.11649 -2.74997
C 0.56393 0.90375 0.77673
C 0.17617 1.09055 -0.46307
C 2.26163 1.60242 2.29349
N 1.72295 1.67488 1.11532
H 0.17968 0.28560 1.59604
H 0.64620 1.88583 -1.12678
H -0.68805 0.55313 -0.85446
H 2.96214 2.37793 2.53079
H 1.94519 0.82242 3.00442
H 1.97060 2.49933 0.57623
```

Summary:
Highest occupied orbital energy   -0.462 hartree
Kohn-Sham gap   0.2559 hartree
Energy relative to the best compared isomer or geometry (same formula, charge and spin)   72.5 kcal/mol
Charge   +1
E_LUMO   -0.20580 Eh

This record from the OMol25 dataset describes a structure of composition C15H12EuF9N4O4S. The level of theory is ωB97M-V/def2-TZVPD.

```
46
C15H12EuF9N4O4S | the OMol25 dataset | ωB97M-V/def2-TZVPD
Eu 0.48061 -0.45442 0.71099
N -2.11551 -0.27789 0.66824
C -2.12442 0.96071 -0.14525
C -0.83056 1.71889 0.19043
O -0.78742 2.32565 1.30272
N 0.12751 1.56433 -0.69088
C 1.40690 2.24269 -0.39407
C 2.04886 1.19111 0.49448
O 1.83733 1.21594 1.72704
O 2.40264 0.10770 -0.07406
H -2.69831 -0.97921 0.23264
H -2.50856 -0.08392 1.58196
H -2.98365 1.59896 0.08423
H -2.12200 0.69728 -1.19961
H 1.25489 3.18042 0.14186
H 1.94961 2.37575 -1.32755
F -0.63815 -5.52668 -1.29386
C -0.60122 -4.19513 -1.55441
F 0.18918 -4.00910 -2.61995
F -1.84195 -3.82946 -1.91413
C -0.10956 -3.35451 -0.33444
O -0.17645 -2.05762 -0.57382
C -1.02515 -3.67642 0.90402
F -0.99130 -4.92681 1.38090
F -2.31034 -3.39032 0.64249
F -0.64715 -2.84087 1.91242
C 1.38546 -3.78706 0.02832
F 2.15836 -2.68720 -0.03330
F 1.92317 -4.70330 -0.78770
F 1.52013 -4.26705 1.28439
N -1.77624 1.16016 3.49380
C -0.80421 0.31595 3.90066
N -0.01893 -0.31517 3.08150
C 0.95372 -1.02140 3.76614
C 2.03223 -1.67495 3.17020
C 2.94203 -2.33290 3.97651
C 2.79249 -2.34815 5.36315
C 1.74442 -1.67883 5.97208
C 0.83886 -1.00997 5.16340
S -0.51164 -0.00309 5.60997
H -1.50941 1.69697 2.62180
H -2.21710 1.70297 4.21745
H 2.19216 -1.59272 2.09823
H 3.78778 -2.83259 3.52232
H 3.51830 -2.86842 5.97581
H 1.64031 -1.66362 7.04977
```

Summary:
Highest occupied orbital energy (spin up / spin down)   -0.091 / -0.193 hartree
Kohn-Sham gap (spin up / spin down)   0.1800 / 0.2816 hartree
Multiplicity   8
Energy relative to the best compared isomer or geometry (same formula, charge and spin)   27.4 kcal/mol
Charge   -1
E_LUMO (spin up / spin down)   0.08850 / 0.08844 Eh

This record from the OMol25 dataset describes a cluster of 6 separate species, C21H57NO5P in total. The level of theory is ωB97M-V/def2-TZVPD.

```
85
C21H57NO5P | the OMol25 dataset | ωB97M-V/def2-TZVPD
N 1.80245 2.89818 -4.34013
C 1.74081 1.52886 -4.74569
P 3.37343 0.74836 -5.10300
H 2.37032 3.51207 -4.91090
H 2.06074 3.02537 -3.36795
H 1.30260 0.92331 -3.94578
H 1.13638 1.41777 -5.65013
H 3.83857 1.05549 -6.38440
H 3.40882 -0.64816 -5.02009
H 4.33814 1.22014 -4.21105
C -0.31743 -1.29432 0.79227
C 0.79128 -0.72681 -0.07136
O 0.60171 -0.90158 -1.47244
C -0.54553 -0.25261 -1.99879
C -0.54626 1.24806 -1.76997
H -0.45929 -2.35659 0.58478
H -0.05017 -1.17473 1.84364
H -1.26935 -0.78514 0.62883
H 1.72836 -1.23974 0.15253
H 0.94260 0.33869 0.13784
H -1.47842 -0.68295 -1.62156
H -0.50565 -0.47792 -3.06899
H -0.66325 1.52759 -0.72415
H -1.37079 1.70863 -2.31601
H 0.40047 1.67893 -2.11388
C 3.07872 3.55031 2.35521
C 2.14666 2.69425 1.52159
O 1.84380 3.23221 0.24094
C 2.92057 3.42404 -0.64861
C 3.71242 2.15568 -0.94543
H 2.68504 4.56254 2.45471
H 3.17562 3.11583 3.35066
H 4.07984 3.61341 1.92429
H 1.17663 2.60530 2.01014
H 2.54264 1.67651 1.42627
H 3.59218 4.22291 -0.31486
H 2.42795 3.78695 -1.55645
H 4.28531 1.80583 -0.08835
H 4.41896 2.33714 -1.76079
H 3.01315 1.36437 -1.23720
C -1.66391 -0.04555 5.79205
C -0.43597 0.62225 5.20118
O -0.41129 0.63259 3.77942
C -1.48245 1.31280 3.14717
C -1.57116 2.78932 3.48645
H -1.77416 -1.05953 5.40507
H -1.56198 -0.09958 6.87662
H -2.57876 0.50769 5.57653
H 0.46185 0.07324 5.48487
H -0.33090 1.63962 5.59385
H -2.43802 0.81656 3.35440
H -1.28443 1.18968 2.08157
H -1.82774 2.96693 4.53133
H -2.34067 3.26325 2.87532
H -0.61797 3.28279 3.28829
C -5.76036 -0.90828 0.35173
C -4.84275 0.29756 0.26978
O -4.11866 0.39375 -0.94937
C -4.90245 0.50660 -2.12749
C -5.79820 1.73175 -2.16192
H -5.20380 -1.82872 0.16970
H -6.20160 -0.96318 1.34785
H -6.57933 -0.85278 -0.36603
H -4.07174 0.23256 1.03939
H -5.40581 1.21875 0.45511
H -5.49491 -0.40123 -2.28497
H -4.17273 0.55596 -2.93765
H -6.57990 1.69063 -1.40301
H -6.28931 1.79801 -3.13374
H -5.21502 2.64047 -2.00550
C 1.44775 -4.30450 -1.53062
C 2.84195 -4.75271 -1.12890
O 3.10391 -4.63296 0.25803
C 2.26433 -5.39293 1.11540
C 2.32913 -6.89067 0.87791
H 1.26041 -3.28734 -1.18728
H 1.35487 -4.31574 -2.61885
H 0.67068 -4.95795 -1.13235
H 3.58868 -4.10974 -1.59869
H 3.03324 -5.77367 -1.47826
H 1.22749 -5.04315 1.04749
H 2.61725 -5.15751 2.11936
H 1.92877 -7.17201 -0.09689
H 1.73738 -7.40539 1.63607
H 3.35825 -7.24583 0.94385
```

Summary:
Highest occupied orbital energy   -0.414 hartree
Kohn-Sham gap   0.2961 hartree
Charge   +1
E_LUMO   -0.11811 Eh

This record from the OMol25 dataset describes a cluster of 5 separate species, H11NO4 in total. The level of theory is ωB97M-V/def2-TZVPD.

```
16
H11NO4 | the OMol25 dataset | ωB97M-V/def2-TZVPD
N -1.43714 0.35279 -1.74501
H -2.14649 0.60429 -1.05574
H -1.07516 -0.53990 -1.44724
H -1.98200 0.25629 -2.59012
H -0.52214 0.31582 1.71319
H -1.44758 -0.85747 1.97910
O -1.36688 -0.06851 1.47169
H 1.76118 1.27252 2.42535
H 1.90698 0.89678 0.97183
O 1.48793 0.58939 1.79353
H 1.56360 2.13452 -1.86631
H 0.31015 1.29610 -1.48902
O 1.18440 1.62943 -1.15274
H 0.07592 -2.55469 0.91941
H 0.75358 -2.67016 -0.43309
O 0.93366 -2.65719 0.50517
```

Summary:
Highest occupied orbital energy   -0.394 hartree
Kohn-Sham gap   0.4176 hartree
Energy relative to the best compared isomer or geometry (same formula, charge and spin)   16.2 kcal/mol
Charge   0
E_LUMO   0.02342 Eh

This record from the OMol25 dataset describes a cluster of 2 separate species, C4H12O in total. The level of theory is ωB97M-V/def2-TZVPD.

```
17
C4H12O | the OMol25 dataset | ωB97M-V/def2-TZVPD
C -0.98578 -2.76388 1.99694
C -0.51319 -1.27521 1.96870
H -1.05402 -3.09028 2.92228
H -1.98566 -2.94332 1.42117
H -0.19282 -3.38322 1.38165
H -0.18872 -0.99177 3.01983
H -1.44213 -0.71125 1.58568
H 0.46211 -1.10467 1.40065
C 0.20564 1.44132 -0.88885
C 1.70545 1.43972 -1.12258
O -0.41399 1.21555 -2.06873
H -0.04510 0.71664 -0.15712
H -0.06594 2.47295 -0.60535
H 2.40053 1.32419 -0.26510
H -1.13713 1.95760 -2.35295
H 2.09335 2.32135 -1.69397
H 1.99474 0.65564 -1.83222
```

Summary:
Highest occupied orbital energy (spin up / spin down)   -0.528 / -0.528 hartree
Kohn-Sham gap (spin up / spin down)   0.3596 / 0.1445 hartree
Multiplicity   2
Energy relative to the best compared isomer or geometry (same formula, charge and spin)   35.9 kcal/mol
Charge   +1
E_LUMO (spin up / spin down)   -0.16831 / -0.38317 Eh

This record from the OMol25 dataset describes the molecule C4H7NS. The level of theory is ωB97M-V/def2-TZVPD.

```
13
C4H7NS | the OMol25 dataset | ωB97M-V/def2-TZVPD
C 0.84434 0.94786 -0.22170
C 0.00391 -1.23869 -0.35328
C -0.83342 -0.52484 0.70203
C -0.29996 0.86238 0.79480
H 0.90701 1.87233 -0.77982
H 1.79425 0.83589 0.30389
H -0.00404 0.09819 -1.87212
H -0.54296 -1.91272 -1.02310
H 0.76250 -1.82614 0.14763
H -1.10939 -1.05024 1.58484
H -0.21000 1.36882 1.76266
N 0.65819 -0.17162 -1.13908
S -1.97042 0.73878 0.09324
```

Summary:
Highest occupied orbital energy   -0.326 hartree
Kohn-Sham gap   0.3623 hartree
Energy relative to the best compared isomer or geometry (same formula, charge and spin)   15.8 kcal/mol
Charge   0
E_LUMO   0.03623 Eh

This record from the OMol25 dataset describes a structure of composition C5H7O3Yb. The level of theory is ωB97M-V/def2-TZVPD.

```
16
C5H7O3Yb | the OMol25 dataset | ωB97M-V/def2-TZVPD
O 0.96788 -0.20934 0.93529
C 2.23967 -0.09919 0.40787
O 2.51364 -0.60710 -0.69617
Yb 4.94999 0.22709 -0.49187
O 3.04547 0.57782 1.06964
C 0.04126 -0.87682 0.29007
H 0.32431 -1.38836 -0.63354
H -1.77682 -1.84694 0.82439
C -1.31972 -0.85329 0.81436
H -1.43480 -0.26765 1.73036
C -1.63296 -0.07487 -0.44680
C -1.38455 1.36251 -0.56417
H -2.37978 -0.55310 -1.08518
H -1.14509 1.78906 0.42189
H -0.81181 0.87789 -1.55750
H -2.19668 1.94230 -1.01866
```

Summary:
Highest occupied orbital energy (spin up / spin down)   -0.711 / -0.837 hartree
Kohn-Sham gap (spin up / spin down)   0.2039 / 0.1786 hartree
Multiplicity   3
Energy relative to the best compared isomer or geometry (same formula, charge and spin)   0.0 kcal/mol
Charge   +3
E_LUMO (spin up / spin down)   -0.50758 / -0.65835 Eh